# 1
This record from OMol25 describes one molecule with the formula C13H16Cl3NO4S. The level of theory is ωB97M-V/def2-TZVPD.

Atoms and positions in Å:
C  2.2511  1.6250  -0.8862
C  2.5861  0.3260  1.0979
C  -4.9537  0.7264  0.3871
C  -0.4803  -2.3617  0.0068
S  -1.9010  0.3188  -1.0116
H  -0.8582  -0.5341  -2.7340
H  0.7275  -1.4437  2.3549
O  3.7761  2.3236  0.8880
H  -1.0910  -3.1516  -0.4325
Cl  -5.8767  0.6917  1.8942
Cl  -4.0628  2.2551  0.2618
H  4.5490  3.2824  -0.7841
O  -3.2917  -0.5204  -0.8354
H  2.3021  -2.1577  2.0146
C  4.0855  3.5020  0.1832
C  1.6849  -0.6286  0.6593
C  -3.9741  -0.4473  0.3822
C  1.3798  -1.7999  1.5519
H  2.4434  2.4871  -1.5041
H  -1.1116  -1.7531  0.6540
C  1.0572  -0.4587  -0.5748
H  3.1976  4.1229  0.0290
H  1.3852  -3.4245  0.1331
O  -2.1291  1.3810  -1.9285
C  1.3572  0.6671  -1.3282
H  3.0766  0.2124  2.0525
O  -1.4166  0.5907  0.2992
H  0.8775  0.8169  -2.2849
H  0.5663  -2.1049  -1.8522
H  4.7969  4.0400  0.8080
Cl  -6.0644  0.5809  -0.9780
C  0.6820  -2.9328  0.8090
C  2.8776  1.4593  0.3436
N  -1.0540  -0.8445  -1.7976
H  0.3212  -3.6771  1.5205
C  0.0670  -1.4719  -1.1054
H  -3.2562  -0.3125  1.2013
H  -4.5264  -1.3844  0.5058

Computed properties:
- HOMO-LUMO gap: 8.992 eV
- Lowest unoccupied orbital energy: 0.58 eV
- SMILES string: COc1ccc2c(c1)CCC[C@H]2NS(=O)(=O)OCC(Cl)(Cl)Cl
- Net charge: 0
- Spin multiplicity: 1


# 2
This record from OMol25 describes C13H16ClN2OsS5SbSi as an isolated structure. The level of theory is ωB97M-V/def2-TZVPD.

Atoms and positions in Å:
S  5.1765  1.8642  -3.2292
C  1.6123  2.0051  -5.1730
C  0.1583  2.4458  -2.9158
H  -2.1093  -3.7123  3.3883
C  -0.0939  3.2031  -4.0387
S  -0.8777  0.1166  -0.4943
S  5.9104  0.2082  0.4339
C  -3.6490  -0.7876  1.0968
H  -3.7881  -3.5201  2.8870
C  -0.6704  -1.1825  2.0498
C  1.8158  1.2696  -4.0197
H  2.2275  1.8074  -6.0384
H  -2.6891  0.4978  3.9575
Sb  4.6634  0.9330  -1.2659
Cl  -1.3184  4.4149  -3.9825
Si  -2.5138  -1.4465  2.4242
H  -0.1092  -2.1127  3.8972
H  2.5740  0.5050  -3.9633
C  2.0947  -0.8880  1.6847
C  -2.7551  -3.2943  2.6137
C  -2.8538  -0.5775  4.0481
C  0.2528  -1.6330  2.9936
H  -3.4844  -1.2742  0.1352
Os  1.4393  0.5012  -1.0445
H  -2.5345  -3.8141  1.6794
H  -3.5363  0.2875  0.9541
H  2.3240  -1.8483  3.5743
H  -4.6818  -0.9804  1.3994
H  -3.8899  -0.7333  4.3562
N  1.2235  -0.4529  0.7700
S  3.0509  -0.9246  -1.7931
N  1.0980  1.4870  -2.9109
H  3.1465  -0.7325  1.4715
C  0.6443  2.9889  -5.1934
C  1.6279  -1.4941  2.8286
C  -0.1109  -0.5812  0.9236
H  -0.3907  2.6047  -1.9975
H  -2.2115  -0.9468  4.8499
S  2.7666  2.2102  -0.2813
H  0.4613  3.5867  -6.0754

Computed properties:
- HOMO-LUMO gap (spin up / spin down): 6.873 / 6.245 eV
- Lowest unoccupied orbital energy (spin up / spin down): -0.51 / -2.10 eV
- Net charge: 0
- Spin multiplicity: 5


Table of calculated total energy (eV), in record order: -71822.775, -100303.952